Entry 1:
{"formula": "C5H12NO", "method": "wB97M-V/def2-TZVPD", "homo_ev": -2.28, "charge": -1, "de_lowest_kcal_mol": 22.2, "smiles": "CCC[C@@H](N)C[O-]", "gap_ev": 6.12, "symbols": ["C", "O", "C", "C", "C", "C", "N", "H", "H", "H", "H", "H", "H", "H", "H", "H", "H", "H", "H"], "coordinates": [[0.840, -1.800, -1.111], [1.781, -1.943, -2.045], [0.212, -0.386, -0.767], [0.751, 0.244, 0.523], [-0.202, 0.429, 1.705], [-1.331, 1.426, 1.441], [0.270, 0.489, -1.966], [0.853, -2.378, -0.145], [-0.131, -2.240, -1.571], [-0.880, -0.493, -0.615], [0.922, 1.283, 0.178], [1.756, -0.098, 0.780], [0.209, 0.581, 2.704], [-0.646, -0.578, 1.757], [-1.716, 1.340, 0.430], [-0.893, 2.440, 1.511], [-2.131, 1.398, 2.179], [0.947, -0.032, -2.551], [-0.610, 0.319, -2.438]], "nbo_charge": [-0.012, -0.930, -0.081, -0.433, -0.396, -0.606, -0.877, 0.076, 0.030, 0.144, 0.194, 0.209, 0.189, 0.184, 0.212, 0.187, 0.190, 0.389, 0.330]}

---

Entry 2:
{"formula": "C5H12NO", "method": "wB97M-V/def2-TZVPD", "homo_ev": -2.23, "charge": -1, "de_lowest_kcal_mol": 14.4, "smiles": "CCNCCC[O-]", "gap_ev": 5.84, "symbols": ["C", "N", "C", "C", "C", "O", "C", "H", "H", "H", "H", "H", "H", "H", "H", "H", "H", "H", "H"], "coordinates": [[1.789, -0.101, 0.294], [0.450, 0.384, 0.058], [-0.502, 0.060, 1.111], [-1.939, 0.395, 0.722], [-2.381, -0.084, -0.688], [-3.689, -0.134, -0.860], [2.604, -0.099, -0.994], [1.823, -1.105, 0.749], [2.286, 0.561, 1.009], [0.117, -0.003, -0.819], [-0.183, 0.600, 2.012], [-0.453, -1.013, 1.389], [-2.117, 1.457, 0.856], [-2.598, -0.125, 1.430], [-1.797, -1.073, -0.831], [-1.806, 0.557, -1.427], [2.046, -0.556, -1.820], [3.542, -0.649, -0.877], [2.809, 0.928, -1.313]], "nbo_charge": [-0.204, -0.634, -0.207, -0.439, 0.020, -0.933, -0.608, 0.144, 0.166, 0.362, 0.161, 0.139, 0.175, 0.191, 0.019, 0.052, 0.200, 0.195, 0.202]}

---

Entry 3:
{"formula": "C5H12NO", "method": "wB97M-V/def2-TZVPD", "homo_ev": -1.42, "charge": -1, "de_lowest_kcal_mol": 147.8, "gap_ev": 3.50, "symbols": ["C", "N", "C", "C", "C", "O", "C", "H", "H", "H", "H", "H", "H", "H", "H", "H", "H", "H", "H"], "coordinates": [[-2.506, -2.397, -0.224], [-1.863, -2.444, -1.519], [0.836, 0.532, 0.567], [1.407, 1.693, 0.041], [2.020, 2.695, 0.988], [2.632, 2.139, 2.025], [0.293, -0.402, -0.546], [-1.815, -2.786, 0.542], [-3.488, -2.923, -0.078], [-2.758, -1.370, 0.137], [-2.621, -2.682, -2.159], [0.468, 0.342, 1.563], [2.026, 0.583, 0.467], [1.038, 2.125, -0.900], [2.730, 3.408, 0.504], [1.060, 3.310, 1.165], [1.110, -0.462, -1.266], [-0.567, 0.044, -1.049], [-0.005, -1.405, -0.259]], "nbo_charge": [-0.410, -1.158, -0.269, -0.041, -0.080, -0.882, -0.640, 0.123, 0.125, 0.082, 0.275, 0.291, 0.334, 0.231, 0.133, 0.157, 0.196, 0.251, 0.281]}

---

Entry 4:
{"formula": "C5H12NO", "method": "wB97M-V/def2-TZVPD", "spin_multiplicity": 2, "homo_ev": [1.21, 1.21], "charge": -2, "de_lowest_kcal_mol": 79.0, "gap_ev": [5.85, 5.81], "symbols": ["C", "N", "C", "C", "C", "O", "C", "H", "H", "H", "H", "H", "H", "H", "H", "H", "H", "H", "H"], "coordinates": [[-2.311, -2.273, -1.966], [-3.269, -2.074, -0.912], [0.510, 0.300, 0.275], [1.027, 1.375, 1.183], [2.512, 1.534, 1.324], [3.148, 1.715, 0.107], [-1.021, 0.070, 0.371], [-1.825, -1.318, -2.250], [-2.682, -2.656, -2.935], [-1.410, -2.914, -1.736], [-3.640, -2.997, -0.669], [1.053, -0.637, 0.248], [0.784, 1.326, -0.263], [0.332, 2.023, 1.717], [2.742, 2.310, 2.080], [3.042, 0.590, 1.733], [-1.608, 0.714, -0.280], [-1.281, 0.083, 1.438], [-1.326, -0.924, 0.026]], "lowdin_spin": [0.000, 0.000, 0.198, 0.534, 0.063, 0.041, 0.020, 0.000, 0.000, 0.000, 0.000, 0.019, 0.041, 0.049, 0.003, 0.023, 0.002, 0.008, 0.000]}

---

Entry 5:
{"formula": "C5H12NO", "method": "wB97M-V/def2-TZVPD", "spin_multiplicity": 2, "homo_ev": [-9.88, -9.75], "charge": 0, "de_lowest_kcal_mol": 20.2, "gap_ev": [10.83, 8.27], "symbols": ["C", "O", "C", "C", "C", "C", "N", "H", "H", "H", "H", "H", "H", "H", "H", "H", "H", "H", "H"], "coordinates": [[1.769, -0.883, 0.030], [2.193, -1.065, 1.323], [0.264, -0.772, -0.116], [-0.423, 0.290, 0.768], [-0.098, 1.705, 0.165], [-1.917, 0.046, 0.655], [0.020, -0.579, -1.639], [2.194, -1.666, -0.625], [2.207, 0.098, -0.225], [-0.311, -1.700, -0.016], [0.088, 0.268, 1.734], [-0.941, 2.133, -0.364], [0.743, 1.524, -0.505], [0.353, 2.380, 0.909], [-2.189, -0.260, -0.355], [-2.382, -0.631, 1.382], [-2.419, 0.990, 0.843], [0.913, -0.325, -2.056], [-0.066, -1.554, -1.908]], "lowdin_spin": [0.094, 0.826, 0.012, -0.001, 0.002, 0.000, 0.005, 0.010, 0.050, 0.000, -0.001, 0.000, 0.002, 0.000, 0.000, 0.000, 0.000, 0.001, 0.000]}

---

Entry 6:
{"formula": "C5H12NO", "method": "wB97M-V/def2-TZVPD", "spin_multiplicity": 2, "homo_ev": [-3.24, -7.51], "charge": 0, "de_lowest_kcal_mol": 65.7, "gap_ev": [3.78, 7.94], "symbols": ["C", "C", "C", "N", "H", "H", "H", "H", "H", "H", "H", "H", "C", "C", "O", "H", "H", "H", "H"], "coordinates": [[0.834, 2.085, 1.284], [0.413, 1.729, -0.096], [-0.648, 2.227, -0.862], [1.105, 0.559, -0.627], [0.205, 2.876, 1.685], [0.764, 1.224, 1.975], [1.882, 2.431, 1.345], [-0.842, 1.784, -1.833], [-1.286, 3.025, -0.523], [2.103, 0.546, -0.378], [1.019, 0.545, -1.651], [0.716, -0.326, -0.254], [-1.738, -2.298, -0.485], [-0.481, -2.530, -0.142], [0.237, -1.816, 0.801], [-2.120, -2.823, -1.349], [-2.388, -1.639, 0.073], [0.152, -3.264, -0.622], [-0.370, -1.428, 1.447]], "lowdin_spin": [0.044, 0.318, 0.361, 0.054, 0.002, 0.022, 0.017, 0.057, 0.047, 0.018, 0.022, 0.012, 0.005, 0.004, 0.009, 0.000, 0.004, 0.000, 0.002]}

---

Entry 7:
{"formula": "C5H12NO", "method": "wB97M-V/def2-TZVPD", "spin_multiplicity": 2, "homo_ev": [-9.57, -9.57], "charge": 0, "de_lowest_kcal_mol": 3.5, "gap_ev": [10.61, 7.91], "symbols": ["C", "O", "C", "C", "C", "C", "N", "H", "H", "H", "H", "H", "H", "H", "H", "H", "H", "H", "H"], "coordinates": [[-0.739, 2.163, -0.190], [-0.795, 2.928, -1.321], [-0.226, 0.719, -0.413], [-0.307, -0.041, 0.889], [0.174, -1.482, 0.812], [1.585, -1.691, 0.296], [-1.096, 0.113, -1.466], [-1.721, 2.103, 0.292], [-0.061, 2.642, 0.530], [0.815, 0.774, -0.749], [-1.357, -0.070, 1.204], [0.233, 0.513, 1.667], [-0.568, -2.037, 0.235], [0.135, -1.866, 1.838], [1.603, -1.690, -0.797], [2.023, -2.620, 0.650], [2.224, -0.864, 0.620], [-1.359, 0.915, -2.032], [-0.562, -0.509, -2.064]], "lowdin_spin": [0.101, 0.819, 0.002, 0.002, 0.000, 0.000, 0.001, 0.045, 0.029, 0.000, 0.001, 0.000, 0.000, 0.000, 0.000, 0.000, 0.000, 0.000, 0.000]}

---

Entry 8:
{"formula": "C5H12NO", "method": "wB97M-V/def2-TZVPD", "spin_multiplicity": 2, "homo_ev": [-3.72, -10.13], "charge": 0, "de_lowest_kcal_mol": 59.3, "gap_ev": [4.52, 10.47], "symbols": ["C", "C", "C", "N", "H", "H", "H", "H", "H", "H", "H", "H", "O", "C", "C", "H", "H", "H", "H"], "coordinates": [[-1.705, -0.915, -1.864], [-0.311, -1.404, -1.608], [0.184, -2.647, -1.722], [0.625, -0.326, -1.187], [-2.341, -1.745, -2.184], [-2.189, -0.497, -0.957], [-1.706, -0.125, -2.619], [1.231, -2.857, -1.444], [-0.482, -3.433, -2.082], [0.339, 0.057, -0.265], [0.625, 0.494, -1.845], [1.605, -0.667, -1.152], [-0.001, 2.771, 2.730], [0.498, 2.055, 1.876], [0.609, 0.555, 1.988], [0.917, 2.528, 0.962], [0.596, 0.231, 3.048], [1.581, 0.170, 1.534], [-0.197, 0.096, 1.457]], "lowdin_spin": [0.049, 0.097, 0.074, 0.192, 0.004, 0.009, 0.027, 0.030, 0.006, 0.032, 0.183, 0.143, 0.010, 0.032, 0.038, 0.029, 0.002, 0.030, 0.013]}

---

Entry 9:
{"formula": "C5H12NO", "method": "wB97M-V/def2-TZVPD", "homo_ev": -13.63, "charge": 1, "de_lowest_kcal_mol": 50.1, "smiles": "C=[NH+]CCCCO", "gap_ev": 7.91, "symbols": ["C", "O", "C", "C", "C", "C", "N", "H", "H", "H", "H", "H", "H", "H", "H", "H", "H", "H", "H"], "coordinates": [[-1.146, 1.496, 0.826], [-1.645, 1.731, -0.479], [0.375, 1.343, 0.842], [0.766, 0.685, -0.523], [0.069, -0.625, -0.823], [0.620, -2.948, -0.382], [0.623, -1.720, 0.030], [-1.691, 0.613, 1.234], [-1.475, 2.306, 1.518], [-2.479, 2.201, -0.480], [0.874, 2.340, 0.833], [0.671, 0.757, 1.683], [1.824, 0.318, -0.455], [0.870, 1.554, -1.158], [0.249, -0.947, -1.850], [-1.027, -0.733, -0.763], [1.450, -3.515, 0.045], [-0.310, -3.355, -0.794], [1.385, -1.501, 0.696]], "nbo_charge": [-0.076, -0.749, -0.422, -0.426, -0.244, 0.141, -0.389, 0.155, 0.195, 0.496, 0.235, 0.204, 0.197, 0.285, 0.236, 0.250, 0.231, 0.245, 0.437]}

---

Entry 10:
{"formula": "C5H12NO", "method": "wB97M-V/def2-TZVPD", "homo_ev": -14.83, "charge": 1, "de_lowest_kcal_mol": 22.8, "smiles": "CC(C)[C@H]([NH3+])C=O", "gap_ev": 11.16, "symbols": ["O", "C", "C", "C", "C", "C", "N", "H", "H", "H", "H", "H", "H", "H", "H", "H", "H", "H", "H"], "coordinates": [[-2.245, -0.719, 1.559], [-2.140, -0.633, 0.365], [-0.901, 0.230, -0.083], [0.387, -0.456, -0.617], [1.311, 0.631, -1.152], [1.054, -1.415, 0.422], [-0.535, 1.247, 0.981], [-2.768, -0.992, -0.454], [-1.290, 0.872, -0.891], [0.092, -0.962, -1.548], [2.056, 0.225, -1.859], [1.830, 1.280, -0.448], [0.846, 1.273, -1.931], [0.986, -2.472, 0.141], [0.473, -1.302, 1.327], [2.107, -1.142, 0.467], [0.438, 1.048, 1.224], [-0.624, 2.205, 0.658], [-1.075, 1.083, 1.841]], "nbo_charge": [-0.491, 0.439, -0.142, -0.238, -0.658, -0.637, -0.688, 0.178, 0.227, 0.249, 0.262, 0.205, 0.232, 0.255, 0.206, 0.237, 0.447, 0.451, 0.465]}

---

Entry 11:
{"formula": "C5H12NO", "method": "wB97M-V/def2-TZVPD", "homo_ev": -14.61, "charge": 1, "de_lowest_kcal_mol": 24.8, "smiles": "C=[NH+]CCCCO", "gap_ev": 9.62, "symbols": ["C", "O", "C", "C", "C", "C", "N", "H", "H", "H", "H", "H", "H", "H", "H", "H", "H", "H", "H"], "coordinates": [[0.336, 1.906, 1.058], [-0.962, 1.971, 0.348], [0.831, 0.487, 1.220], [1.308, -0.189, -0.083], [0.452, -1.308, -0.632], [-1.763, -1.626, -1.471], [-0.902, -0.840, -0.997], [0.893, 2.504, 0.345], [0.171, 2.448, 1.973], [-1.690, 1.785, 0.942], [0.038, -0.105, 1.659], [1.595, 0.471, 1.982], [1.356, 0.600, -0.831], [2.350, -0.521, 0.028], [0.876, -1.655, -1.542], [0.446, -2.156, 0.064], [-2.662, -1.288, -1.812], [-1.646, -2.686, -1.418], [-1.029, 0.201, -0.833]], "nbo_charge": [-0.066, -0.764, -0.450, -0.429, -0.246, 0.148, -0.394, 0.200, 0.203, 0.477, 0.203, 0.248, 0.218, 0.258, 0.236, 0.237, 0.216, 0.220, 0.483]}

---

Entry 12:
{"formula": "C5H12NO", "method": "wB97M-V/def2-TZVPD", "spin_multiplicity": 3, "homo_ev": [-10.72, -15.72], "charge": 1, "de_lowest_kcal_mol": 47.9, "gap_ev": [8.19, 7.94], "symbols": ["C", "C", "C", "C", "C", "N", "O", "H", "H", "H", "H", "H", "H", "H", "H", "H", "H", "H", "H"], "coordinates": [[-2.406, 0.768, -0.196], [1.588, 1.664, 0.357], [0.011, -1.746, 0.865], [1.570, 0.112, 0.105], [1.121, -0.559, -1.185], [0.316, -0.528, 0.121], [-3.104, -0.329, -0.312], [-2.736, 1.734, -0.401], [1.204, 2.194, -0.609], [0.903, 2.014, 1.139], [2.683, 2.001, 0.635], [-0.232, -2.501, 0.076], [-0.931, -1.559, 1.464], [0.744, -1.976, 1.567], [-1.252, 0.682, -0.041], [2.310, -0.460, 0.544], [0.856, 0.074, -2.017], [1.388, -1.496, -1.448], [-4.037, -0.087, -0.664]], "lowdin_spin": [0.711, 0.030, 0.064, 0.073, 0.077, 0.580, 0.266, 0.060, 0.000, 0.001, 0.001, 0.007, 0.028, 0.014, 0.060, 0.009, 0.011, 0.007, 0.001]}

---

Entry 13:
{"formula": "C5H12NO2", "method": "wB97M-V/def2-TZVPD", "homo_ev": -3.36, "charge": -1, "de_lowest_kcal_mol": 164.4, "gap_ev": 5.83, "symbols": ["C", "O", "C", "C", "C", "C", "N", "H", "H", "H", "H", "H", "H", "H", "H", "H", "H", "H", "H", "O"], "coordinates": [[1.509, -0.350, -1.006], [2.261, -1.419, -1.523], [0.375, -0.598, 0.065], [-0.497, 0.705, 0.200], [-1.914, 0.312, 0.844], [-2.789, 1.774, 0.045], [-2.927, 1.307, 1.344], [2.013, 0.456, -0.512], [0.997, 0.084, -1.871], [0.726, -0.893, 1.058], [-0.271, -1.452, -0.300], [-0.549, 1.168, -0.811], [0.015, 1.490, 0.909], [-1.522, -0.159, 1.805], [-2.372, -0.586, 0.374], [-2.246, 2.738, -0.042], [-3.457, 1.441, -0.835], [2.836, -1.819, -0.330], [4.357, -2.114, 0.136], [3.454, -2.086, 0.450]], "nbo_charge": [-0.034, -0.901, -0.433, -0.418, -0.336, 0.125, -0.617, 0.104, 0.109, 0.199, 0.180, 0.187, 0.200, 0.270, 0.190, 0.164, 0.161, 0.483, 0.435, -1.067]}